9
Properties=species:S:1:pos:R:3:forces:R:3:mulliken_charge:R:1 method="wB97M-V/def2-TZVPD" fmax_ev_per_a=2.48 homo_energy_ev=-14.8 charge=+1
C 0.523031 -1.024463 0.593807 0.3 -0.2 -0.3 0.32
N 1.443798 -0.422239 1.340908 -0.9 -1.3 -0.8 -0.30
N -1.026690 0.758858 -0.849701 -0.6 -2.2 1.1 -0.71
S 1.901494 -1.044011 -0.351823 0.0 0.1 0.3 0.19
H -0.444362 -1.587327 0.599545 0.8 1.1 0.4 0.36
H 1.480267 0.556212 1.571646 -0.2 0.6 0.1 0.33
H -1.469439 0.053578 -1.486132 0.6 1.6 0.4 0.29
H -0.696369 1.610347 -1.221598 0.7 0.6 -1.5 0.24
H -1.711730 1.099045 -0.196652 -0.6 -0.4 0.3 0.28

16
Properties=species:S:1:pos:R:3:forces:R:3:mulliken_charge:R:1 method="wB97M-V/def2-TZVPD" fmax_ev_per_a=6.00 homo_energy_ev="-8.4 / -8.4" smiles="N[C@H](C(=O)O)N1CC1"
N 2.146008 -1.061997 0.052734 0.8 -0.4 -0.8 -0.65
C 0.985000 -0.341617 0.446209 -2.8 -2.6 0.1 -0.09
C -0.477161 -1.005492 0.003920 4.3 -3.2 2.8 0.60
O -0.546823 -1.908686 -0.814175 -0.8 1.4 0.1 -0.63
O -1.204775 -0.949260 1.193510 -0.8 0.5 -1.4 -0.46
N 0.696043 0.755412 -0.362063 -2.5 1.8 -1.5 -0.35
C -0.223245 1.770323 0.077106 0.1 0.4 -0.5 -0.19
C -1.090070 0.871918 -0.771975 1.6 2.0 -0.4 -0.67
H 2.454376 -0.859151 -0.894790 -0.3 0.6 0.1 0.29
H 2.013279 -2.067428 -0.014985 -0.4 0.1 0.6 0.28
H 0.961798 -0.173875 1.526490 0.1 0.2 -0.1 0.38
H -2.087645 -1.278214 0.953243 0.0 -0.1 0.3 0.37
H 0.024302 2.753448 -0.318856 0.0 0.0 0.2 0.25
H -0.484101 1.779575 1.136240 0.0 0.0 -0.1 0.24
H -2.081103 0.682378 -0.371342 0.5 -0.9 0.4 0.32
H -1.085884 1.032666 -1.841265 0.2 0.1 0.1 0.30

18
Properties=species:S:1:pos:R:3:forces:R:3:mulliken_charge:R:1 method="wB97M-V/def2-TZVPD" fmax_ev_per_a=5.19 homo_energy_ev=-9.1 smiles="CC(N)=O.CCS"
C -0.722305 -1.042671 -1.406186 0.1 0.6 0.5 -0.79
C -0.303462 0.425707 -1.734552 3.6 0.4 -3.8 0.66
N 0.497293 0.629346 -2.953017 -1.3 1.2 1.8 -0.45
O -0.458632 1.517710 -1.239522 -1.8 -1.0 2.0 -0.61
H 0.038290 -1.845096 -1.477970 0.3 1.0 -0.7 0.33
H -1.497687 -1.304004 -2.202982 0.4 0.2 1.8 0.34
H -0.847604 -1.112980 -0.275430 -1.4 0.2 -2.1 -0.09
H 0.675467 1.683901 -2.989114 0.0 -2.5 -0.4 0.24
H 0.971870 -0.031052 -3.539957 0.0 -0.1 0.1 0.18
C -0.428941 0.737890 1.956934 -1.3 1.5 -1.0 -1.23
C 0.159500 -0.628455 2.004692 0.4 -0.8 0.0 -0.02
S 2.091573 -0.598131 1.744393 -1.7 0.1 0.5 -0.23
H -0.258410 1.335694 1.044400 1.0 -0.6 0.2 0.36
H -0.214277 1.408914 2.776485 -0.2 -0.1 0.5 0.43
H -1.510389 0.647407 1.729231 0.0 -0.1 1.1 0.38
H -0.160254 -1.243033 2.907437 0.8 1.0 -0.9 0.33
H -0.387363 -1.096222 1.152150 1.5 -0.4 0.8 0.04
H 2.355331 0.515074 2.503007 -0.4 -0.6 -0.4 0.13

15
Properties=species:S:1:pos:R:3:forces:R:3:mulliken_charge:R:1 method="wB97M-V/def2-TZVPD" fmax_ev_per_a=3.84 homo_energy_ev="-10.7 / -10.7" charge=+1
O 3.784022 -0.987992 0.466288 1.7 -0.3 -0.1 -0.78
C 2.828242 -0.163834 0.372367 0.9 1.1 -0.4 0.94
O 3.062472 1.037669 0.051156 0.8 0.3 0.0 -0.78
O 1.613474 -0.605847 0.619401 0.4 -0.6 0.2 -0.30
C 0.543146 0.277519 0.643040 -0.9 0.4 -0.4 -0.24
O -1.671233 0.726277 0.120129 0.1 0.1 0.3 -0.33
C -2.752818 0.480384 -0.695782 -0.3 0.1 0.4 0.94
C -0.619738 -0.138858 0.136501 0.7 0.3 -0.7 -0.14
O -2.766757 -0.538075 -1.412096 -0.2 -0.3 -0.6 -0.83
O -3.664200 1.326059 -0.611479 -0.3 -0.1 -0.5 -0.83
La 6.011305 0.597167 -0.092504 -3.7 -1.0 0.5 1.64
Li -4.577529 0.240866 -2.063932 0.8 0.1 0.7 0.90
H 0.723984 1.270004 1.051309 0.0 -0.3 0.0 0.37
H -0.736085 -1.078732 -0.404309 -0.1 0.2 0.4 0.43
H -1.778292 -2.442605 1.819907 0.0 0.0 0.0 0.03

17
Properties=species:S:1:pos:R:3:forces:R:3:mulliken_charge:R:1 method="wB97M-V/def2-TZVPD" fmax_ev_per_a=3.64 homo_energy_ev=-9.1
C 0.763089 1.308561 -1.321919 2.0 1.4 0.9 -0.14
C -0.790525 -0.628073 -0.429717 -1.1 0.6 0.1 0.43
C -1.608759 1.032481 1.733483 -3.6 0.1 -0.3 -0.97
C 1.469163 -1.992562 -0.185800 -1.4 -1.8 0.4 -0.84
N 0.399923 1.316183 -2.437706 -0.8 -0.2 1.0 0.45
O -0.311893 1.128921 -3.368436 0.0 0.0 -1.3 -0.57
O -0.951789 -1.121677 -1.502304 0.6 -0.9 -0.1 -0.47
O 0.903430 -0.067082 1.576365 1.0 0.1 0.4 -0.55
S -1.757532 0.790044 -0.052615 0.5 -0.2 0.2 0.04
S 0.290265 -1.259977 0.976315 -0.5 -1.5 -0.5 0.39
I 1.743703 2.451894 0.119494 -0.4 -0.4 -1.1 0.21
H -2.528547 0.449570 2.056674 1.2 0.9 0.4 0.28
H -1.847962 2.101958 1.783306 0.1 -0.2 0.5 0.31
H -0.747731 0.770450 2.286213 0.8 -0.1 0.0 0.46
H 1.937879 -1.116425 -0.456792 1.4 1.7 -1.3 0.26
H 0.843667 -2.447183 -0.982278 0.6 0.4 0.3 0.32
H 2.193619 -2.717082 0.205715 -0.5 0.3 0.4 0.36

61
Properties=species:S:1:pos:R:3:forces:R:3:lowdin_spin:R:1 method="wB97M-V/def2-TZVPD" fmax_ev_per_a=5.65 homo_energy_ev="-11.6 / -11.9" charge=+1 multiplicity=3
O 1.424370 1.698146 0.228003 1.7 0.2 -1.2 0.02
C 2.688312 1.230965 -0.414683 0.3 -0.2 0.0 0.00
C 3.172236 2.627923 -0.719410 -0.2 -0.4 0.2 0.00
H 2.607317 0.654389 -1.347368 -0.3 -0.2 0.7 0.00
H 3.274205 0.716044 0.356487 0.1 0.0 -0.4 0.00
C 2.065563 3.042655 0.241451 0.4 1.1 0.2 0.00
H 2.963808 2.888555 -1.756568 0.1 0.1 0.1 0.00
H 4.195604 2.843968 -0.421045 -0.1 0.2 -0.1 0.00
C 1.206029 4.168769 -0.289577 0.0 -0.1 0.1 0.00
H 1.097867 4.066867 -1.375262 -0.3 0.0 0.3 0.00
H 1.732823 5.110528 -0.085797 -0.2 -0.2 -0.1 0.00
H 0.232985 4.203287 0.212250 0.0 0.1 -0.2 0.00
C 2.653620 3.339555 1.613238 -0.1 0.0 0.3 0.00
H 3.279881 2.506239 1.966895 -0.2 0.2 -0.1 0.00
H 1.871085 3.541967 2.355011 0.1 -0.1 -0.1 0.00
H 3.292923 4.232224 1.553867 -0.2 -0.2 0.0 0.00
Mo -0.709563 -0.524241 1.250190 0.3 -5.6 -0.5 1.74
C 0.577956 -1.950567 2.975634 0.2 -0.2 -0.8 0.00
C 0.368349 -2.996344 2.038721 0.0 0.9 0.8 0.00
C 0.920770 -2.612637 0.792895 0.7 1.5 0.0 -0.01
H -0.002431 -3.984920 2.267149 -0.5 0.2 0.0 0.00
C 1.528297 -1.321759 0.950888 0.1 -0.7 0.6 0.05
C 1.305390 -0.892239 2.312272 -0.1 -0.3 -0.8 -0.01
H 1.787588 -0.040067 2.774326 -0.1 -0.1 0.0 0.00
H 0.350306 -1.986888 4.035139 -0.2 0.1 -0.2 0.00
H 1.022965 -3.244037 -0.091576 -0.4 0.4 0.2 0.00
H 2.218877 -0.858941 0.260974 -0.4 -0.2 0.1 0.01
C -2.270368 0.066756 2.812793 -0.5 0.5 -0.5 0.00
C -1.117403 0.904258 2.893662 -0.4 1.1 -0.6 0.00
C -0.990576 1.589434 1.626365 -1.1 0.7 0.8 0.03
H -0.493971 1.085263 3.765345 -0.1 -0.3 -0.3 0.00
C -2.074014 1.161608 0.776302 0.1 0.5 0.7 0.05
C -2.859280 0.229394 1.517904 -0.1 0.8 0.8 0.01
H -3.802256 -0.206418 1.197927 0.5 -0.2 0.0 0.00
H -2.698523 -0.543448 3.594225 0.3 -0.2 -0.1 0.00
H -0.278324 2.360125 1.378206 0.0 -0.3 0.0 0.01
H -2.299663 1.533608 -0.215853 0.1 -0.2 0.1 0.01
O 0.373751 1.527237 -3.373049 -0.3 -1.7 0.9 0.00
C -0.564866 0.982742 -2.400990 -0.6 -0.1 -0.2 0.00
C 0.130760 -0.245948 -1.795739 0.2 0.6 0.1 0.04
H -1.487525 0.618154 -2.898001 0.5 0.3 0.0 0.00
H -0.907236 1.755715 -1.694637 0.7 0.0 -0.3 0.00
C 0.641150 -0.895843 -3.087520 -0.7 0.3 0.2 0.01
H -0.524217 -0.887225 -1.184825 0.2 0.3 -0.6 0.02
H 0.982497 0.063020 -1.174211 -0.8 -0.1 -0.5 0.01
C 1.138489 0.360839 -3.819492 0.6 0.4 0.2 0.00
H -0.211355 -1.375662 -3.592159 0.4 0.1 0.0 0.00
H 1.429099 -1.629542 -2.910113 0.0 0.1 -0.2 0.00
H 1.094178 0.304255 -4.907101 0.0 0.0 0.1 0.00
H 2.189397 0.513874 -3.501565 -0.3 0.1 -0.4 0.00
O -2.592780 -1.216749 -1.930157 0.5 -0.8 1.6 0.00
C -2.511050 -2.118104 -1.096926 -0.7 0.8 -1.3 0.01
C -3.004781 -3.519750 -1.389325 -0.1 0.1 -0.2 0.00
C -3.332083 -4.046705 -0.015651 -0.2 -0.3 0.5 0.00
C -2.699292 -3.057121 0.963381 0.0 -0.2 0.4 0.00
O -2.756796 -3.134948 2.183945 0.4 0.4 -1.1 0.01
N -2.087634 -2.031858 0.236366 0.4 0.7 0.1 0.00
H -3.904302 -3.455968 -2.008852 0.4 0.0 -0.1 0.00
H -2.228612 -4.073054 -1.939744 -0.2 0.1 0.2 0.00
H -4.419495 -4.011031 0.108219 0.2 -0.2 0.3 0.00
H -2.990051 -5.066350 0.197165 -0.1 0.3 0.0 0.00

52
Properties=species:S:1:pos:R:3:forces:R:3:mulliken_charge:R:1 method="wB97M-V/def2-TZVPD" fmax_ev_per_a=3.84 homo_energy_ev=-7.4 smiles="COc1ccc(C=C2C=C(Br)C(=O)C(Br)=C2)cc1.c1ccc([C@H]2CCCN2)cc1"
C -5.600953 3.084792 -1.094041 0.1 -0.2 -0.2 -0.84
O -5.101279 1.984867 -1.871736 0.3 0.3 0.4 -0.44
C -3.821025 1.580912 -1.676595 0.5 -0.4 0.1 0.90
C -2.919863 2.172223 -0.762898 -0.3 -0.4 -0.5 -0.66
C -1.622156 1.672870 -0.651240 -0.1 -0.5 -0.8 -0.95
C -1.177215 0.568897 -1.446606 -1.9 0.8 0.6 0.55
C 0.183023 0.136215 -1.398420 2.5 1.4 -2.5 -0.53
C 1.264691 1.079143 -1.373914 -1.1 -1.3 0.0 0.89
C 2.610734 0.582218 -1.357488 1.2 0.3 -0.6 -0.62
C 3.695750 1.414236 -1.433097 -1.1 0.1 0.1 -0.35
Br 5.465863 0.775909 -1.289441 -0.2 -0.1 -0.1 -0.14
C 3.551154 2.886757 -1.578946 0.6 0.7 0.4 0.50
O 4.509101 3.659066 -1.608308 -0.8 -0.8 -0.1 -0.67
C 2.149914 3.361225 -1.665641 -0.4 -1.5 0.2 -0.55
Br 1.917699 5.215189 -1.887108 -0.1 -0.1 -0.1 -0.17
C 1.087872 2.492794 -1.568177 0.7 1.3 0.0 -0.54
C -2.126040 -0.048289 -2.313433 0.7 0.7 0.3 -0.34
C -3.401847 0.470095 -2.452067 0.1 0.2 0.3 -0.82
H -6.628626 3.201891 -1.429347 0.0 0.1 0.1 0.26
H -5.589033 2.867366 -0.018207 0.1 -0.1 -0.2 0.34
H -5.044953 4.010361 -1.287808 0.0 -0.2 0.0 0.34
H -3.232670 3.033604 -0.176700 0.2 -0.2 -0.1 0.39
H -0.921766 2.214490 -0.013422 -0.2 -0.5 0.0 0.74
H 0.440070 -0.812651 -1.870030 -0.2 0.5 0.1 0.54
H 2.800499 -0.494041 -1.367943 -0.2 0.3 0.2 0.56
H 0.098540 2.907302 -1.744847 0.2 -0.2 0.2 0.68
H -1.769816 -0.864244 -2.952711 -0.3 0.2 0.3 0.47
H -4.086572 0.028203 -3.170398 0.0 0.1 0.2 0.42
C 2.224951 -0.580129 4.596438 0.0 -0.1 -0.3 -0.43
C 3.031544 -0.262577 3.499254 -0.2 0.1 0.1 -0.67
C 2.659480 -0.659402 2.215646 -0.2 -0.4 0.2 -0.36
C 1.509898 -1.434514 2.039997 -0.1 -0.2 -0.2 0.22
C 1.225969 -2.048458 0.676617 0.2 0.4 -0.4 0.55
C 1.159708 -3.593913 0.692717 -0.1 0.0 0.2 -0.76
C -0.135174 -3.998849 -0.039666 0.0 0.0 -0.2 -0.67
C -0.955626 -2.706619 -0.168334 -0.3 0.4 0.6 -0.60
N -0.020343 -1.570129 0.040766 -0.7 -0.6 1.6 -0.06
C 0.674090 -1.729996 3.128594 0.6 0.2 0.1 -0.12
C 1.045675 -1.308194 4.407317 -0.1 0.1 -0.2 -0.74
H 2.517623 -0.266416 5.597868 -0.1 -0.1 -0.2 0.37
H 3.961074 0.285236 3.632255 -0.2 0.0 0.1 0.41
H 3.282277 -0.432657 1.345472 -0.1 0.0 0.3 0.28
H 2.047452 -1.755207 0.003276 -0.1 0.0 0.3 -0.40
H 2.049343 -4.006292 0.192507 -0.3 0.0 0.4 0.35
H 1.114303 -3.936236 1.734646 0.3 0.0 -0.3 0.33
H 0.100999 -4.422701 -1.033381 -0.2 0.1 0.5 0.31
H -0.713977 -4.732323 0.548435 0.3 0.1 -0.5 0.31
H -1.501895 -2.652909 -1.121998 0.3 0.2 0.1 0.27
H -1.707145 -2.626241 0.638257 0.0 -0.4 -0.4 0.32
H -0.488081 -0.842200 0.594222 0.4 -0.6 -0.1 0.40
H -0.227511 -2.334809 2.984396 0.3 0.2 0.1 0.36
H 0.414272 -1.565885 5.255266 0.1 0.1 -0.1 0.36

68
Properties=species:S:1:pos:R:3:forces:R:3:lowdin_spin:R:1 method="wB97M-V/def2-TZVPD" fmax_ev_per_a=0.77 homo_energy_ev="-8.7 / -10.2" charge=+1 multiplicity=5
Pd 2.342057 -0.413246 0.017767 -0.1 -0.1 -0.3 0.72
Cl -0.264812 0.872383 6.578811 0.0 0.0 0.0 0.10
C 0.655288 0.928137 5.150285 0.0 -0.1 -0.1 0.22
C 1.135952 2.167121 4.681509 0.0 0.0 0.0 -0.02
C 1.860075 2.206083 3.533226 0.0 -0.1 0.0 0.15
C 2.129697 1.011693 2.752782 0.1 -0.1 0.1 0.08
O 2.768803 1.123458 1.692866 -0.2 0.0 0.1 0.32
C 1.634774 -0.268553 3.284799 0.0 -0.1 -0.1 0.13
C 1.863449 -1.584990 2.686381 0.1 0.1 0.0 0.00
N 2.375498 -1.825466 1.536089 0.0 -0.2 0.2 0.09
C 2.610897 -3.161445 1.111893 -0.2 0.2 -0.1 0.00
C 2.940363 -4.181519 1.962394 0.1 -0.1 0.0 0.01
C 3.155465 -5.484480 1.463898 0.0 0.1 0.0 0.00
C 3.064804 -5.736016 0.125327 0.0 0.0 0.0 0.01
C 2.772585 -4.688437 -0.782301 0.0 -0.1 -0.1 0.00
C 2.731526 -4.874043 -2.186617 0.0 0.0 0.0 0.00
C 2.465588 -3.814337 -3.000984 0.0 0.1 0.1 0.00
C 2.228315 -2.552581 -2.416429 -0.1 0.0 -0.1 0.01
N 2.244733 -2.354206 -1.123575 0.1 0.0 0.2 0.10
C 2.531835 -3.395780 -0.290586 0.0 0.0 0.0 0.01
C 0.926676 -0.264435 4.464433 0.0 0.1 0.0 0.01
H 0.922671 3.064300 5.245625 0.0 0.0 0.0 0.00
H 2.252857 3.131702 3.134788 0.0 0.0 0.0 0.01
H 1.527261 -2.425261 3.296033 0.1 0.0 0.0 0.00
H 3.076506 -3.989081 3.018666 0.0 0.0 0.0 0.00
H 3.407839 -6.277555 2.153445 0.0 0.0 0.0 0.00
H 3.235078 -6.732122 -0.261907 0.0 0.0 0.0 0.00
H 2.932199 -5.856028 -2.596082 0.0 0.0 0.0 0.00
H 2.438506 -3.916483 -4.075791 0.0 0.0 0.0 0.00
H 2.016434 -1.685267 -3.031422 0.0 0.0 0.0 0.00
H 0.557043 -1.193763 4.879685 0.0 0.0 0.0 0.00
C -5.686906 0.155507 -4.472061 0.0 0.0 0.0 0.00
O -6.134238 0.613468 -3.207770 0.0 0.0 0.0 0.04
C -5.373197 1.531607 -2.565546 -0.1 0.0 0.0 0.08
C -4.204616 2.086629 -3.080883 0.0 0.0 0.0 0.00
C -3.473414 2.983387 -2.316869 0.0 -0.1 0.0 0.10
C -3.900468 3.337963 -1.031764 0.0 0.4 -0.1 0.04
C -5.125223 2.830713 -0.558572 0.0 0.0 0.0 0.07
C -5.839751 1.929371 -1.305514 0.0 0.0 0.0 -0.02
N -3.185341 4.152265 -0.180059 0.1 -0.4 0.5 0.60
N -1.971064 4.483078 -0.489179 0.0 0.2 -0.7 0.55
C -0.920011 3.657172 -0.492025 -0.1 0.0 0.4 0.02
C 0.260282 4.102135 -1.121594 0.1 -0.1 -0.1 0.14
C 1.320775 3.253447 -1.378665 0.0 0.1 0.0 -0.03
C 1.288516 1.914701 -0.992193 0.0 -0.2 -0.1 0.14
O 2.226443 1.059472 -1.347186 0.1 0.2 0.1 0.15
C 0.177416 1.475578 -0.199435 0.0 0.0 -0.1 0.03
N 0.233262 0.198518 0.281742 0.1 0.2 0.0 0.04
C -0.748262 -0.252004 1.032717 0.0 -0.1 0.0 -0.02
C -1.833067 0.541450 1.414903 0.0 0.0 0.0 0.05
C -1.906550 1.831473 0.944979 0.0 0.0 0.0 -0.01
C -0.913719 2.325330 0.081714 -0.1 0.0 0.0 0.05
H -6.386565 -0.616644 -4.777629 0.0 0.0 0.0 0.00
H -4.682045 -0.268948 -4.404445 0.0 0.0 0.0 0.00
H -5.693388 0.961212 -5.209921 0.0 0.0 0.0 0.00
H -3.862942 1.839374 -4.075076 0.0 0.0 0.0 0.00
H -2.574685 3.427582 -2.722754 0.0 0.0 0.0 0.01
H -5.480697 3.156775 0.410232 0.0 0.0 0.0 0.00
H -6.771399 1.514437 -0.945594 0.0 0.0 0.0 0.00
H 0.283463 5.128376 -1.462601 0.0 0.0 0.0 0.01
H 2.193956 3.607324 -1.910120 0.0 0.0 0.0 -0.01
H -0.677232 -1.285633 1.356700 0.0 0.0 0.0 0.00
H -2.596657 0.136693 2.063566 0.0 0.0 0.0 0.00
H -2.722929 2.475192 1.240298 0.0 0.0 0.0 0.00
C 4.301558 -0.529852 -0.347526 0.1 0.0 0.1 -0.01
H 4.398589 -0.480219 -1.428935 0.0 0.0 0.0 0.00
H 4.708312 -1.452981 0.061203 0.0 0.0 0.0 0.00
H 4.731833 0.346268 0.130853 0.0 0.0 0.0 0.00